1.
# C3H5N3S

A 2-piece molecular cluster, C3H5N3S overall at a distorted geometry (ωB97M-V/def2-TZVPD, the Open Molecules 2025 dataset).

The geometry in XYZ format:
```
12
Properties=species:S:1:pos:R:3
C 0.0735 -1.4802 -0.1976
C -1.2299 -1.1922 -0.0708
C 0.0562 0.7277 -0.1168
H 2.7170 1.0112 0.8079
H 0.6338 -2.3830 0.2855
H -2.1469 -1.7687 0.2784
H -2.1586 0.8818 -0.8736
H -0.5058 2.5837 -0.0235
N 0.8571 -0.3583 -0.0045
N -1.2238 0.2725 0.1167
N 0.3771 2.0133 -0.0857
S 2.5502 -0.3079 -0.1161
```

Molecular weight in g mol⁻¹: 115.16
Total energy in eV: -18492.7215
HOMO-LUMO gap in eV: 7.611
Relative energy (zero: lowest compared OMol25 entry of this formula, charge and spin) in kJ/mol: 499.44


2.
# C30H25BeN3O2Sb

C30H25BeN3O2Sb as an isolated structure (ωB97M-V/def2-TZVPD, the Open Molecules 2025 dataset).

The geometry in XYZ format:
```
62
Properties=species:S:1:pos:R:3
Be -1.5874 -0.7383 -0.0707
O -2.8177 0.4977 0.1685
N -3.3088 0.4041 1.3349
N -2.5521 -0.2937 2.0949
O -1.4302 -0.7756 1.6104
C -2.8971 -0.5376 3.4501
C -2.0360 -1.3184 4.2039
C -2.3326 -1.5256 5.5448
C -3.4692 -0.9674 6.1090
C -4.3218 -0.1962 5.3273
C -4.0434 0.0283 3.9902
H -1.1573 -1.7357 3.7363
H -1.6640 -2.1301 6.1444
H -3.6952 -1.1351 7.1543
H -5.2099 0.2447 5.7622
H -4.6846 0.6424 3.3771
N -1.3168 -1.6407 -1.1562
C -0.9107 -2.4480 -2.1097
C -1.8077 -3.2684 -2.8690
C -1.3794 -4.1211 -3.8643
C -0.0317 -4.2367 -4.2070
C 0.8745 -3.4509 -3.4935
C 0.4634 -2.5979 -2.4909
H -2.8632 -3.1960 -2.6281
H -2.1167 -4.7151 -4.3990
H 0.2983 -4.9063 -4.9914
H 1.9343 -3.5112 -3.7289
H 1.1914 -1.9996 -1.9511
C 2.3754 6.2771 -0.0479
C 3.1950 5.2924 0.4815
C 2.6741 4.0423 0.7926
C 1.3281 3.7515 0.5859
C 0.5246 4.7443 0.0266
C 1.0362 5.9972 -0.2789
Sb 0.4748 1.8025 0.9365
C 2.0047 1.0658 2.2207
C 2.4295 -0.2440 2.0121
C 3.4111 -0.8087 2.8195
C 3.9776 -0.0656 3.8427
C 3.5589 1.2412 4.0630
C 2.5780 1.8001 3.2582
C -0.8397 2.4457 2.5124
C -0.6909 1.9953 3.8219
C -1.5718 2.3918 4.8197
C -2.6242 3.2426 4.5209
C -2.7996 3.6801 3.2154
C -1.9177 3.2779 2.2220
H 2.7790 7.2526 -0.2891
H 4.2456 5.4934 0.6541
H 3.3367 3.2892 1.2030
H -0.5200 4.5494 -0.1897
H 0.3881 6.7521 -0.7074
H 1.9857 -0.8384 1.2202
H 3.7270 -1.8296 2.6452
H 4.7429 -0.5027 4.4723
H 3.9956 1.8232 4.8657
H 2.2506 2.8170 3.4466
H 0.1165 1.3192 4.0763
H -1.4420 2.0154 5.8278
H -3.3175 3.5457 5.2962
H -3.6326 4.3252 2.9635
H -2.1022 3.6051 1.2052
```

Molecular weight in g mol⁻¹: 590.32
Total charge: -1
Total energy in eV: -47019.5546
HOMO-LUMO gap in eV: 4.915
Relative energy (zero: lowest compared OMol25 entry of this formula, charge and spin) in kJ/mol: 24.06


3.
# C36H45Cl2N5O2OsPS

C36H45Cl2N5O2OsPS as an isolated structure (ωB97M-V/def2-TZVPD, the Open Molecules 2025 dataset).

The geometry in XYZ format:
```
93
Properties=species:S:1:pos:R:3
Os -0.2535 1.7139 2.2887
N -2.7225 3.0877 3.5879
P -2.6076 2.0454 2.2525
C -3.3839 2.8255 0.8433
C -2.5842 3.4681 -0.1022
C -3.1757 4.1510 -1.1540
C -4.5588 4.1948 -1.2594
C -5.3589 3.5567 -0.3180
C -4.7765 2.8701 0.7330
C -3.5799 0.5990 2.6864
C -3.6993 0.2075 4.0204
C -4.3720 -0.9621 4.3373
C -4.9082 -1.7513 3.3282
C -4.7758 -1.3729 1.9982
C -4.1130 -0.2001 1.6724
C -1.6066 3.6906 4.1236
C -1.7452 4.7079 5.0707
C -0.6217 5.2817 5.6121
C 0.6407 4.8394 5.2057
C 0.7085 3.8490 4.2682
N -0.3873 3.2599 3.7200
H -3.6124 3.4695 3.8799
H -1.5040 3.4515 -0.0071
H -2.5593 4.6574 -1.8845
H -5.0192 4.7328 -2.0772
H -6.4360 3.5971 -0.4049
H -5.4034 2.3673 1.4600
H -3.2832 0.8228 4.8085
H -4.4878 -1.2538 5.3724
H -5.4401 -2.6590 3.5799
H -5.2049 -1.9833 1.2152
H -4.0315 0.1023 0.6351
H -2.7352 5.0327 5.3599
H -0.7177 6.0731 6.3434
H 1.5476 5.2697 5.6030
H 1.6608 3.4873 3.9168
Cl 1.2932 3.7765 0.6086
C 1.6604 2.3202 1.5928
H 2.3949 2.6131 2.3398
H 2.1303 1.5966 0.9271
C 3.9321 -2.2809 -2.8909
C 2.5422 -2.0919 -2.2681
C 2.7513 -1.7930 -0.7741
C 1.7728 -3.4134 -2.3723
C 1.7971 -0.9157 -2.9856
O 2.3071 0.3424 -2.5372
C 1.9292 -0.8836 -4.5315
C 1.2775 -1.9980 -5.3870
C 2.1875 -2.9891 -6.0332
C 3.3465 -2.5517 -6.7367
C 4.1365 -3.4338 -7.4041
C 3.7930 -4.8167 -7.3926
Cl 4.7434 -5.9064 -8.2101
C 2.6351 -5.2741 -6.6993
C 1.8579 -4.3707 -6.0418
C 0.2950 -0.8104 -2.6725
N -0.0240 -0.5361 -1.2748
C 0.2406 0.5461 -0.5553
N -0.2431 0.3649 0.6727
C -0.8030 -0.8835 0.6365
N -0.6804 -1.4545 -0.5296
H 4.4971 -3.0075 -2.3072
H 4.5188 -1.3582 -2.8994
H 3.8820 -2.6622 -3.9129
H 3.3495 -2.5964 -0.3421
H 1.8132 -1.7649 -0.2196
H 3.2850 -0.8564 -0.6181
H 2.3623 -4.2079 -1.9127
H 1.5905 -3.7134 -3.4043
H 0.8169 -3.3770 -1.8476
H 3.2273 0.4453 -2.8071
H 2.9907 -0.8016 -4.7674
H 1.4914 0.0696 -4.8274
H 0.7787 -1.5062 -6.2341
H 0.4867 -2.5217 -4.8524
H 3.5870 -1.4968 -6.7598
H 5.0109 -3.1158 -7.9557
H 2.3951 -6.3287 -6.7187
H 0.9671 -4.7022 -5.5240
H -0.2404 -1.7237 -2.9139
H -0.1166 0.0041 -3.2687
H 0.7434 1.4226 -0.9283
H -1.2989 -1.3388 1.4784
C 1.9467 -1.5807 4.5883
S 1.3595 0.0897 4.7831
C 0.6110 -0.0495 6.3934
O 0.1556 0.1781 3.8213
H 2.7164 -1.7604 5.3390
H 2.3810 -1.6626 3.5941
H 1.1124 -2.2697 4.7098
H 1.3989 -0.2426 7.1215
H -0.1209 -0.8556 6.3817
H 0.1369 0.9049 6.6147
```

Molecular weight in g mol⁻¹: 903.97
Total charge: +3
Spin multiplicity: 5
Total energy in eV: -97219.8917
HOMO-LUMO gap (alpha / beta) in eV: 7.786 / 4.884
Relative energy (zero: lowest compared OMol25 entry of this formula, charge and spin) in kJ/mol: 0.00


4.
# C19H19BCl2F4FeNO

C19H19BCl2F4FeNO as an isolated structure at a distorted geometry (ωB97M-V/def2-TZVPD, the Open Molecules 2025 dataset).

The geometry in XYZ format:
```
48
Properties=species:S:1:pos:R:3
Fe 0.7768 0.1656 0.0192
C 1.2295 2.4430 0.4237
C -0.0134 2.4755 -0.1854
C -0.9021 1.7216 0.6296
C -0.1713 1.1781 1.7536
C 1.1318 1.6236 1.6471
C 2.2523 1.4155 2.6115
C -0.7622 0.3275 2.8314
C -2.3691 1.5766 0.4545
C -0.3862 3.2267 -1.4236
C 2.4824 3.1047 -0.0245
H 3.1946 1.2668 2.0839
H 2.0735 0.5532 3.2499
H 2.3690 2.2958 3.2500
H -1.3604 0.9283 3.5217
H 0.0152 -0.1761 3.4004
H -1.4144 -0.4384 2.4097
H -2.8860 2.2080 1.1846
H -2.6873 0.5501 0.6327
H -2.6954 1.8817 -0.5375
H -1.1603 2.7067 -1.9877
H 0.4719 3.3478 -2.0816
H -0.7668 4.2193 -1.1729
H 2.8098 3.8371 0.7186
H 2.3553 3.6068 -0.9796
H 3.2820 2.3700 -0.1362
Cl 1.8278 -4.1885 1.9139
C 0.5287 -3.8327 0.8248
C -0.2493 -4.8873 0.3105
C -1.2614 -4.6549 -0.5733
Cl -2.1755 -5.9906 -1.2158
C -1.5613 -3.3342 -0.9797
C -2.5735 -2.9570 -1.8868
C -2.7309 -1.6390 -2.2149
C -1.8826 -0.6801 -1.6341
N -0.9456 -0.9986 -0.7729
C -0.7702 -2.3014 -0.4465
C 0.2954 -2.5219 0.4640
O 0.9756 -1.4968 0.8822
H -0.0271 -5.8987 0.6228
H -3.2068 -3.7214 -2.3175
H -3.4997 -1.3205 -2.9046
H -1.9745 0.3669 -1.8911
F 1.0749 0.4670 -2.1312
B 2.5229 0.3223 -2.1576
F 2.7929 0.1277 -0.7359
F 3.0972 1.5026 -2.5721
F 2.8737 -0.7784 -2.8773
```

Molecular weight in g mol⁻¹: 490.92
Spin multiplicity: 2
Total energy in eV: -94534.5542
HOMO-LUMO gap (alpha / beta) in eV: 5.967 / 7.501